Formula: C18H45IN3O6
Source: OMol25
Level of theory: the ωB97M-V functional and the def2-TZVPD basis

Cartesian coordinates (Å):
H (2.04930, -4.10183, 2.11257)
C (-1.85245, 2.69614, -2.84524)
H (-2.06478, 1.63636, -3.08903)
H (-3.39686, 4.41862, 6.80647)
H (-3.91763, 2.60984, 3.78126)
C (4.77296, -2.18614, -1.84883)
H (3.20435, -3.95495, -0.29802)
C (-4.57172, 2.67740, -0.36632)
H (2.97309, -0.95024, -2.21139)
C (0.40618, 2.76381, -3.74121)
O (-1.85335, -1.74010, 1.69702)
C (-3.35103, -0.08425, 2.56686)
H (-3.92836, -1.83974, 1.54552)
O (-2.66692, 3.23228, 5.30313)
H (0.41255, -1.55067, -2.76312)
H (5.69488, -3.65430, 2.26079)
H (-2.39133, -2.98600, 0.11835)
N (2.74264, -1.92425, -0.42222)
H (1.41775, 3.13466, -3.57926)
C (-2.01204, 1.69092, 3.60670)
H (1.44446, -3.64766, -0.17234)
H (-2.20967, 3.19203, -3.75411)
H (4.35472, -4.85749, 2.58408)
O (5.54319, -1.02681, -1.59586)
H (5.02172, -2.94413, -1.09972)
C (4.70369, -4.00554, 1.98571)
H (6.82420, 0.26342, -2.51295)
H (-3.20548, -0.53927, 3.55732)
C (-3.07956, -1.12628, 1.48996)
C (-3.15402, 2.19558, 4.45416)
H (4.95670, -2.53969, -2.87055)
H (-4.64584, 3.40992, 6.11221)
H (1.86217, -2.40453, 1.91128)
H (-5.51770, 2.13817, -0.37161)
H (-1.99347, 2.56654, -0.74384)
C (6.58816, -0.80027, -2.50475)
H (-3.98231, 2.38011, 0.51129)
O (3.79154, -2.94692, 2.13617)
O (-3.85792, 2.35326, -1.54085)
H (-0.20125, 2.32749, -1.78168)
H (-0.38545, 1.12153, -4.94168)
C (2.51783, -3.23420, 1.61966)
H (-4.77728, 3.75485, -0.32773)
H (-1.17901, -3.57937, 1.27613)
N (-0.43894, 2.89919, -2.58570)
I (0.84830, 1.03248, 0.45941)
H (6.28698, -1.01856, -3.53824)
C (-2.59947, 2.99436, -1.55820)
C (-3.72905, 3.96194, 5.87598)
H (-2.64276, 4.06635, -1.32550)
H (7.45707, -1.40823, -2.23558)
O (0.74304, 0.40543, -3.29522)
H (-1.67493, 0.73314, 1.84101)
N (-2.47882, 1.07720, 2.36292)
H (-0.74790, -2.32521, 0.03223)
H (0.94838, -1.36602, -4.38324)
C (3.27176, -1.90915, -1.78392)
C (2.44222, -3.27182, 0.09010)
H (4.80261, -4.37194, 0.95455)
H (-1.37952, 0.95671, 4.12318)
H (1.81935, -1.48945, -0.44668)
H (-0.03778, 3.35266, -4.55212)
H (-1.37744, 2.53523, 3.33775)
C (-1.51298, -2.70849, 0.70848)
H (-3.60334, 1.42185, 5.08457)
H (2.79921, -2.70639, -2.39261)
C (0.48937, 1.33777, -4.31391)
H (-4.00646, 4.73331, 5.14584)
H (1.34548, 1.30358, -5.01453)
H (-0.71620, -0.83475, -4.00666)
C (0.30500, -0.88976, -3.62253)
H (-3.29623, -0.65105, 0.52029)
H (-4.40358, 0.20131, 2.46402)

Forces on atoms 1 to 6 (eV/Å):
0.39 -0.36 -0.24
-0.05 -1.20 -0.06
-0.05 -0.04 0.21
0.18 0.12 -0.07
-0.06 -0.07 0.01
-0.53 0.59 -0.19

The relative energy (zero: lowest compared OMol25 entry of this formula, charge and spin) is 39.7 kJ/mol. The calculation puts the HOMO-LUMO gap at 6.792 eV. For the LUMO energy, the calculation gives 2.8 eV. As for the HOMO energy: -3.94 eV. The net charge is -1.

These are the Löwdin partial charges, in e, on atoms 1 to 6:
1. H 0.12
2. C -0.22
3. H 0.11
4. H 0.08
5. H 0.12
6. C -0.21



Formula: C18H45KO12P3
Source: OMol25
Level of theory: the ωB97M-V functional and the def2-TZVPD basis

Cartesian coordinates (Å):
H (4.77714, 4.96020, -2.40712)
H (-1.54563, -6.26324, -3.19411)
O (1.59684, -2.90267, -2.81915)
H (-2.50598, -3.66252, -2.27691)
O (-0.52887, -1.55765, -1.92970)
H (3.00677, 3.34528, -2.08732)
C (-0.12042, 1.47322, 3.52572)
H (-0.76068, 5.78320, -5.36970)
H (-2.65788, -4.26530, -3.83027)
H (0.02658, 0.93118, 5.62690)
H (1.21833, -2.08342, 1.71970)
H (2.52147, 5.76313, 0.82897)
O (1.52145, 4.69914, -2.90149)
O (-1.15309, -0.14506, 1.04570)
O (-0.71176, -3.73413, -3.23231)
H (4.38320, -4.66794, -3.29202)
C (3.82400, -3.86022, -2.81981)
H (-4.84631, -1.50078, 1.59499)
C (2.87086, 4.16575, -2.79192)
H (-2.88804, -5.99236, -1.95589)
H (-0.80530, -1.19584, 5.19576)
O (-1.40512, 0.83165, 3.48292)
H (-0.49058, 6.92985, -3.93930)
H (3.01290, 3.69760, -3.76596)
C (2.30912, -4.09901, -3.08832)
O (-0.85463, 5.44190, -2.20439)
H (-4.11088, -2.90379, 3.53255)
H (4.09030, -3.05490, -3.50438)
H (0.58077, 1.35896, 2.69905)
H (-3.48533, -1.73667, 0.66925)
H (-0.76495, -2.49316, 0.44871)
H (1.56109, 4.20399, 2.42367)
H (-2.63213, 5.11865, -3.22337)
O (0.92106, 5.40408, -0.47559)
H (1.96642, -4.89330, -2.42517)
H (-1.38575, 4.11160, -3.87191)
C (1.38004, -2.86927, 0.98187)
C (1.85960, 4.97027, 0.48054)
P (-1.58504, -0.39973, 2.47349)
H (0.46860, 5.52954, 1.92729)
C (-1.56827, 5.10422, -3.46024)
H (2.18733, -4.45881, -4.10999)
K (-1.83427, 0.91432, -1.36164)
C (-0.01526, -3.28435, 0.45846)
H (3.71542, 6.05867, -3.34894)
C (0.91232, 4.57874, 1.63199)
H (-2.97517, -3.60124, 2.46017)
C (-1.92651, -5.67489, -2.35933)
H (0.10783, 3.86401, 1.45862)
C (-1.16009, 6.25407, -4.47146)
O (-0.06614, 3.09504, -1.46988)
C (-1.95851, -4.27391, -2.99425)
H (-2.27869, -1.82195, 4.76078)
P (0.08664, -2.88180, -2.11107)
H (4.14443, -3.65633, -1.79812)
O (-3.16114, -0.71690, 2.50290)
C (-3.91498, -3.04921, 2.47020)
H (0.92959, -0.05932, 4.64673)
H (-0.86341, -3.35891, 6.26782)
H (1.98930, -3.61835, 1.48764)
H (3.59900, 5.89015, -1.54627)
C (-1.21778, -1.99581, 4.58093)
C (0.66922, 0.99420, 4.74876)
H (-1.20080, -5.65053, -1.54640)
C (3.77673, 5.38393, -2.49509)
H (0.32790, -3.46467, 4.96751)
H (-0.34645, -4.01839, 1.19305)
O (0.17828, -3.80661, -0.82753)
H (-1.96122, 6.88992, -4.84827)
H (-4.58087, -3.67141, 1.87223)
H (2.01884, -2.27277, 0.33054)
C (-3.78119, -1.69720, 1.71759)
H (1.62308, 1.51188, 4.85014)
H (-0.30803, 2.54505, 3.58961)
P (0.41952, 4.47393, -1.72881)
O (-0.83499, -1.59556, 3.24235)
C (-0.73196, -3.33420, 5.18606)
H (-1.16162, -4.23888, 4.75588)
H (2.50375, 4.20564, 0.04637)

Forces on atoms 1 to 6 (eV/Å):
0.32 0.30 -0.23
-0.17 -0.90 0.50
-2.81 1.11 1.30
0.03 0.58 0.25
0.50 0.03 0.37
-0.48 0.15 0.42

The relative energy (zero: lowest compared OMol25 entry of this formula, charge and spin) is 359.9 kJ/mol. The calculation puts the HOMO-LUMO gap at 10.464 eV. For the LUMO energy, the calculation gives -2.4 eV. As for the HOMO energy: -12.86 eV. The net charge is +1.

These are the Löwdin partial charges, in e, on atoms 1 to 6:
1. H 0.08
2. H 0.08
3. O -0.19
4. H 0.10
5. O -0.28
6. H 0.11



Formula: C18H46Ag3NO16P2
Source: OMol25
Level of theory: the ωB97M-V functional and the def2-TZVPD basis

Cartesian coordinates (Å):
H (4.65071, 14.92828, -14.20473)
H (3.91729, 1.36689, -13.44702)
H (3.62288, 10.04935, -11.25325)
H (7.27168, 6.01458, -8.53578)
O (6.26236, 8.48263, -13.97191)
H (7.51969, 11.23612, -7.71704)
H (0.66774, 7.35895, -10.04100)
C (8.09042, 3.71445, -12.31897)
O (3.16633, 12.05369, -11.40167)
H (5.99591, 10.73041, -8.17285)
C (3.24940, 3.88705, -15.98939)
C (1.59214, 9.98535, -13.01937)
H (6.42534, 2.89776, -13.34415)
O (6.53424, 8.72245, -11.80760)
H (4.68496, 1.48105, -11.78694)
H (3.35488, 7.79976, -8.16039)
H (10.59135, 8.45050, -9.97138)
H (3.41629, 5.68581, -12.26123)
C (0.96813, 6.99684, -9.05777)
C (3.44911, 10.91766, -10.61770)
H (9.80862, 7.95090, -8.45463)
C (7.02336, 10.71629, -8.53651)
C (8.74555, 4.82225, -13.05603)
H (2.35300, 3.29379, -16.16998)
H (6.28268, 4.53152, -9.02189)
H (0.63934, 9.78010, -13.50738)
H (5.94999, 3.52943, -11.85935)
O (8.85235, 9.42327, -9.52209)
H (5.36971, 12.92024, -9.20295)
P (3.37420, 11.99456, -13.01389)
H (5.76618, 5.31825, -14.00167)
C (7.63439, 9.31357, -8.80362)
C (3.37620, 7.28936, -9.12328)
Ag (8.30707, 7.58258, -14.85134)
O (4.66331, 8.11205, -12.61214)
C (3.80203, 1.65477, -12.40205)
H (8.68277, 2.81178, -12.46862)
H (0.94759, 7.90669, -8.45790)
C (9.63393, 8.28962, -9.47583)
N (5.84626, 8.51336, -12.80027)
O (2.19814, 6.35153, -9.18255)
O (7.71793, 5.55523, -13.63465)
O (3.15557, 13.52236, -13.50062)
H (7.95837, 8.93087, -7.83580)
C (4.68820, 6.56661, -9.40154)
H (6.47203, 13.24303, -10.47465)
O (3.43408, 3.96570, -14.55471)
H (2.11543, 6.32357, -11.47884)
O (1.56115, 4.85912, -12.87104)
H (7.01617, 8.49211, -9.16573)
H (5.27641, 7.13491, -10.12206)
O (1.94329, 11.29508, -13.40928)
H (3.05264, 0.91810, -12.11252)
H (2.30950, 9.23405, -13.34958)
H (7.02326, 13.48007, -8.85069)
H (8.10719, 3.88307, -11.24222)
H (5.03435, 14.31063, -12.65760)
H (6.70650, 4.84814, -7.34601)
C (6.46301, 5.32424, -8.29582)
O (5.21135, 6.10181, -8.14109)
C (2.39501, 5.99722, -12.48055)
H (4.34418, 11.09193, -10.02055)
Ag (8.45452, 10.56450, -11.36504)
H (2.24311, 6.82473, -13.17356)
H (4.28907, 5.77931, -10.04103)
C (6.49234, 5.14436, -13.20760)
C (4.18916, 14.48067, -13.32456)
H (9.42563, 4.52946, -13.85595)
Ag (6.43782, 10.73731, -14.84457)
O (6.99539, 11.58613, -9.73525)
H (0.23755, 6.34939, -8.57282)
H (9.18960, 5.52227, -12.34830)
C (6.64723, 3.72776, -12.67337)
H (1.29690, 9.82264, -11.98281)
H (2.64223, 10.82048, -9.89133)
P (2.20351, 3.52267, -13.52142)
O (3.06891, 2.93775, -12.23629)
H (9.19104, 7.43515, -9.98751)
H (3.05828, 7.88046, -9.98213)
O (4.69323, 11.40818, -13.42950)
H (4.17043, 3.48577, -16.41220)
H (3.73558, 15.33784, -12.82693)
O (1.19499, 2.54441, -13.97721)
C (6.42090, 12.81768, -9.47237)
H (6.18331, 5.80712, -12.39930)
H (3.12793, 4.90313, -16.36478)

Forces on atoms 1 to 6 (eV/Å):
-0.51 -0.81 -0.68
0.65 0.63 -0.15
-0.16 -0.27 0.38
0.13 -0.16 -0.42
1.03 0.70 -1.05
0.78 0.02 -0.28

The calculation puts the HOMO-LUMO gap (alpha / beta) at 4.792 / 7.268 eV. The spin multiplicity is 2. For the LUMO energy (alpha / beta), the calculation gives -3.8 / -4.3 eV. As for the HOMO energy (alpha / beta): -8.63 / -11.54 eV. The net charge is +1.

These are the Löwdin partial charges, in e, on atoms 1 to 6:
1. H 0.09
2. H 0.08
3. H 0.06
4. H 0.06
5. O -0.25
6. H 0.13



| no. | E_tot (Eh) |
| --- | --- |
| 1 | -1626.14482 |
| 2 | -3239.82082 |
| 3 | -3095.19215 |